C64H176N16O16 | ωB97M-V with the def2-TZVPD basis set

As for the charge: 0. The energy above the lowest of the compared OMol25 structures with the same formula, charge and spin is 21.5 kcal/mol. The LUMO energy is 0.5 eV. Its HOMO energy is -8.82 eV. The value obtained for the total energy is -4623.6508 Eh. The HOMO-LUMO gap comes out at 9.2874 eV.

Last column: Mulliken charge in e.
Cartesian coordinates (Å):
1 C 22.8590 15.7715 17.1043  -0.705
2 C 23.8481 16.8905 17.4328  -0.010
3 C 24.6299 17.3246 16.2358  0.356
4 O 25.2872 16.1977 15.6461  -0.244
5 C 26.3215 16.5871 14.8333  -0.718
6 N 23.1715 18.0028 18.1169  -0.300
7 H 23.3693 14.9849 16.5261  0.041
8 H 22.0391 16.1975 16.5110  -0.217
9 H 22.3882 15.2501 17.9320  0.460
10 H 24.5440 16.3827 18.1003  0.366
11 H 25.4079 18.0714 16.4746  0.056
12 H 23.9694 17.7900 15.4954  -0.137
13 H 26.6573 15.7534 14.2123  0.305
14 H 27.1888 17.0222 15.3798  0.132
15 H 26.0361 17.4583 14.2288  0.273
16 H 22.6257 18.5171 17.4308  -0.020
17 H 23.8935 18.6440 18.4528  0.230
18 C 27.7955 22.4851 16.3147  -1.530
19 C 27.2512 21.0846 16.0983  1.384
20 C 26.2870 21.0850 14.9055  -0.909
21 O 25.1046 21.7001 15.3353  0.090
22 C 24.2640 21.8951 14.2558  -0.733
23 N 28.2585 20.0632 15.8997  -0.808
24 H 28.5443 22.5723 17.1192  0.414
25 H 26.9815 23.1972 16.5688  0.215
26 H 28.2741 22.8854 15.3977  0.364
27 H 26.6421 20.7591 16.9590  -0.028
28 H 26.0575 20.1108 14.4703  0.131
29 H 26.7343 21.6281 14.0785  0.415
30 H 23.9394 20.9294 13.8024  0.252
31 H 24.6957 22.5349 13.4956  0.481
32 H 23.2961 22.2861 14.6306  -0.258
33 H 29.0248 20.0230 16.5625  0.269
34 H 27.8500 19.1514 16.0104  0.203
35 C 18.2222 13.7040 10.8827  -1.738
36 C 19.6247 14.2707 10.8970  1.045
37 C 20.4714 13.6814 9.7676  -0.447
38 O 20.5288 12.2669 9.8646  -0.338
39 C 21.1994 11.7149 8.7245  -0.580
40 N 19.6683 15.7827 10.8788  0.204
41 H 17.7067 13.8014 11.8519  0.218
42 H 18.3853 12.6969 10.4932  0.495
43 H 17.6582 14.1330 10.0599  0.463
44 H 20.2130 14.0450 11.7862  -0.298
45 H 21.4904 14.0937 9.7299  0.021
46 H 20.0742 13.9524 8.7951  0.405
47 H 20.8547 10.6685 8.6569  0.275
48 H 22.2832 11.7672 8.8071  0.076
49 H 20.8821 12.2330 7.7970  0.318
50 H 20.5921 16.0438 10.6049  -0.155
51 H 18.9840 16.1449 10.2189  0.175
52 C 15.1751 22.1429 15.5098  -1.056
53 C 15.7969 22.1831 14.1294  -0.157
54 C 16.6854 23.3907 14.0687  0.494
55 O 15.9119 24.5418 14.1935  -0.532
56 C 16.8696 25.6398 14.4677  0.377
57 N 16.5434 20.9288 13.8508  0.150
58 H 15.9167 21.8433 16.2610  -0.079
59 H 14.3483 21.4832 15.6743  0.298
60 H 14.8009 23.1207 15.7881  0.513
61 H 15.0058 22.3607 13.4018  0.459
62 H 17.2339 23.5412 13.1402  -0.017
63 H 17.4150 23.3407 14.8659  -0.224
64 H 16.2515 26.5637 14.5235  0.383
65 H 17.6133 25.6724 13.6572  -0.301
66 H 17.4608 25.5312 15.3732  -0.132
67 H 17.1308 20.8126 14.6607  -0.743
68 H 15.9456 20.1175 13.7419  0.281
69 C 16.3426 16.8977 12.8733  -1.272
70 C 15.9378 17.0818 14.3352  0.356
71 C 17.1914 17.5462 15.0438  2.263
72 O 16.8542 17.5778 16.4659  -0.545
73 C 17.9353 17.8161 17.2641  -0.538
74 N 14.9376 18.0866 14.5895  -0.376
75 H 17.0946 16.1435 12.7119  0.018
76 H 16.7053 17.8114 12.4178  -0.001
77 H 15.4230 16.6914 12.3349  0.583
78 H 15.6901 16.0980 14.7717  0.537
79 H 17.4772 18.5470 14.7136  -0.867
80 H 18.0706 16.9225 14.8522  -0.666
81 H 18.3656 18.8083 17.0865  0.111
82 H 18.6881 17.0690 17.0781  0.055
83 H 17.7156 17.8009 18.3287  0.390
84 H 13.9850 17.7990 14.3066  0.281
85 H 14.9305 18.2763 15.5900  -0.109
86 C 23.5575 16.3948 11.8501  0.427
87 C 24.1446 16.1809 10.4643  0.249
88 C 24.8363 14.7861 10.4096  -0.839
89 O 25.3537 14.6642 9.0939  -0.401
90 C 25.7999 13.3621 8.7749  -0.531
91 N 23.0455 16.2433 9.4852  -0.338
92 H 22.8802 15.5991 12.1586  -0.181
93 H 23.0578 17.3567 11.9462  -0.179
94 H 24.3649 16.3336 12.5877  -0.187
95 H 24.9029 16.9227 10.2402  0.412
96 H 24.1102 14.0011 10.6387  0.136
97 H 25.6006 14.8193 11.1700  0.569
98 H 26.6495 13.0388 9.4158  0.282
99 H 26.1593 13.2953 7.7500  0.268
100 H 24.9536 12.6641 8.9606  0.105
101 H 23.4930 16.1648 8.5863  0.320
102 H 22.6710 17.1880 9.5232  -0.119
103 C 19.0808 24.2085 10.9443  -0.091
104 C 19.9412 25.0791 10.0698  1.853
105 C 21.2522 24.4355 9.7318  -1.505
106 O 22.0034 24.1623 10.9059  0.094
107 C 23.3639 24.0351 10.5940  -0.763
108 N 19.3234 25.4921 8.8050  -0.839
109 H 18.7853 23.3162 10.4154  0.192
110 H 18.2008 24.7171 11.3567  0.602
111 H 19.6657 23.9167 11.8359  -1.112
112 H 20.1060 25.9952 10.6414  -0.881
113 H 21.7700 25.1853 9.1354  0.518
114 H 21.2250 23.5779 9.0698  0.373
115 H 23.6611 23.3209 9.7929  0.358
116 H 23.8701 23.7350 11.5292  0.025
117 H 23.7614 25.0010 10.2726  0.354
118 H 18.3847 25.8537 8.8967  0.299
119 H 19.2005 24.6415 8.2491  0.317
120 C 17.8496 20.3932 10.3360  -1.381
121 C 19.2698 20.5036 9.8807  1.732
122 C 19.9498 19.2553 10.4084  0.625
123 O 21.2766 19.2346 9.9128  -0.492
124 C 22.1181 20.2724 10.4930  -0.319
125 N 19.4027 20.6258 8.4473  -0.550
126 H 17.3411 19.5151 9.9503  0.568
127 H 17.1695 21.1809 10.0091  0.384
128 H 17.8064 20.3408 11.4360  -0.116
129 H 19.6259 21.4146 10.3831  -1.011
130 H 19.5086 18.3522 9.9976  0.098
131 H 19.9051 19.2313 11.5011  -0.741
132 H 21.8667 21.3087 10.2534  -0.238
133 H 23.1056 20.0398 10.1161  0.561
134 H 22.0820 20.2066 11.5853  0.116
135 H 18.7923 19.9297 8.0367  0.357
136 H 20.3851 20.5525 8.2087  0.356
137 C 24.6527 26.4552 18.9459  -1.469
138 C 23.2164 26.4176 19.3425  0.182
139 C 22.3540 26.8423 18.1552  -0.483
140 O 20.9830 26.8574 18.6593  -0.236
141 C 20.1927 27.7004 17.7898  -0.812
142 N 22.7636 25.2120 19.9669  -0.328
143 H 24.8126 27.4354 18.4916  0.491
144 H 24.8059 25.6811 18.1640  0.076
145 H 25.3655 26.2759 19.7749  0.329
146 H 23.0810 27.1781 20.1087  0.522
147 H 22.4059 26.1091 17.3301  -0.077
148 H 22.6903 27.8222 17.8404  0.736
149 H 20.5135 28.7404 17.8772  0.404
150 H 19.1400 27.5642 18.0740  0.265
151 H 20.3296 27.4191 16.7449  0.221
152 H 21.8051 25.3274 20.2732  0.294
153 H 22.6664 24.5171 19.2311  -0.136
154 C 18.0872 22.8809 18.6172  -1.240
155 C 18.8542 24.1681 18.8093  0.555
156 C 18.9212 24.5235 20.2912  -1.564
157 O 19.7142 23.5351 20.9539  0.017
158 C 19.7318 23.8327 22.3323  -1.008
159 N 20.1628 24.0266 18.1502  0.999
160 H 18.2677 22.3904 17.6595  -0.220
161 H 16.9865 22.8759 18.6442  0.607
162 H 18.3430 22.1458 19.3777  0.251
163 H 18.3516 24.9873 18.2817  0.469
164 H 17.9090 24.5776 20.6651  0.627
165 H 19.3591 25.5055 20.3880  0.524
166 H 20.2409 23.0034 22.8447  0.231
167 H 18.7386 23.9799 22.7182  0.379
168 H 20.2733 24.7641 22.5860  0.311
169 H 20.6635 24.8847 18.1864  -0.310
170 H 20.7499 23.3196 18.5791  -0.553
171 C 23.0035 12.4441 13.4544  -1.131
172 C 24.4369 11.9055 13.5407  0.669
173 C 25.2365 12.7948 14.4437  -0.089
174 O 26.5920 12.3039 14.3804  -0.422
175 C 27.3410 12.8545 15.4988  -0.460
176 N 24.5460 10.5447 13.9768  -0.733
177 H 22.9565 13.5328 13.3025  -0.033
178 H 22.5512 12.3218 14.4572  0.360
179 H 22.3860 11.9667 12.7241  0.489
180 H 24.8190 11.9284 12.5269  0.142
181 H 24.9893 12.8526 15.5112  0.320
182 H 25.3332 13.7945 14.0440  -0.268
183 H 28.3971 12.7005 15.2721  0.300
184 H 27.0133 12.4272 16.4687  0.299
185 H 27.1193 13.9273 15.5311  0.069
186 H 25.5338 10.2819 14.0692  0.306
187 H 24.0487 10.3518 14.8373  0.273
188 C 18.9398 14.4927 14.9272  -0.284
189 C 19.4492 13.1031 15.3138  1.566
190 C 19.0531 12.7525 16.7034  -1.547
191 O 19.6703 13.6785 17.5533  -0.045
192 C 19.2351 13.5132 18.9254  -0.941
193 N 18.9975 11.9765 14.4844  -0.708
194 H 19.1491 14.7056 13.8802  -0.090
195 H 19.3421 15.2817 15.5504  -0.146
196 H 17.8662 14.6099 15.0672  0.084
197 H 20.5544 13.0898 15.3127  -0.515
198 H 19.3005 11.7228 16.9394  0.543
199 H 17.9499 12.8286 16.7917  0.457
200 H 18.1563 13.6887 19.0641  0.296
201 H 19.8211 14.1775 19.5655  0.229
202 H 19.4990 12.4873 19.1624  0.391
203 H 19.2849 12.0949 13.5205  0.165
204 H 17.9881 11.9596 14.4761  0.365
205 C 10.5163 19.0844 17.1284  -1.569
206 C 11.5734 18.0874 16.6467  0.828
207 C 12.7604 18.0191 17.6026  -0.602
208 O 13.4412 19.2474 17.4597  -0.262
209 C 14.5271 19.3002 18.3981  -0.468
210 N 10.9351 16.7619 16.4655  -0.690
211 H 10.0782 18.8251 18.0901  0.377
212 H 9.6775 19.1290 16.3870  0.394
213 H 10.9390 20.0959 17.2454  0.302
214 H 11.9307 18.5329 15.7320  0.016
215 H 13.3580 17.1927 17.2322  0.118
216 H 12.4100 17.9009 18.6225  0.532
217 H 14.1941 19.1832 19.4263  0.430
218 H 14.9952 20.2994 18.2438  -0.002
219 H 15.2339 18.5583 18.0562  0.118
220 H 11.6094 16.0757 16.1107  0.227
221 H 10.1305 16.7679 15.8592  0.262
222 C 20.0080 21.6021 13.4306  1.097
223 C 20.0833 21.0329 14.8231  1.554
224 C 20.8388 19.7380 14.7905  -1.081
225 O 20.3731 18.9139 13.7671  1.052
226 C 20.8084 17.6120 13.9650  1.008
227 N 20.8264 21.8663 15.7655  1.070
228 H 19.7011 22.6569 13.4580  -0.693
229 H 19.3280 21.0665 12.8138  -0.618
230 H 20.9928 21.6012 12.9837  -0.052
231 H 19.0580 20.8457 15.1864  -1.071
232 H 20.7563 19.1943 15.7325  0.279
233 H 21.8993 19.9740 14.5994  -0.107
234 H 20.4154 17.0245 13.1497  -0.528
235 H 20.5204 17.2231 14.9532  -0.382
236 H 21.9132 17.5667 13.9400  -0.635
237 H 20.4298 22.7396 16.0893  -0.689
238 H 20.9827 21.3451 16.6040  -0.231
239 C 18.7623 28.5180 12.2204  -0.909
240 C 20.1353 28.8967 12.7752  0.224
241 C 20.8855 27.6075 13.2553  -0.415
242 O 20.1929 26.9385 14.3143  -0.237
243 C 20.5482 25.5500 14.3595  1.017
244 N 20.9046 29.6162 11.7731  -0.679
245 H 18.7894 28.0160 11.2416  0.246
246 H 18.1255 29.4235 12.1927  0.396
247 H 18.2983 27.8464 12.9369  0.029
248 H 20.0425 29.5615 13.6589  0.312
249 H 21.8331 27.8786 13.7304  0.362
250 H 21.1216 26.8872 12.4735  -0.004
251 H 20.3230 25.0407 13.4245  -0.758
252 H 19.9272 25.0983 15.1475  -0.470
253 H 21.5919 25.4245 14.6827  0.524
254 H 20.8197 29.1694 10.8820  0.259
255 H 21.8946 29.6703 12.0092  0.281
256 C 25.3302 22.2746 19.2385  -1.739
257 C 24.0089 21.8337 18.6209  1.646
258 C 23.1279 21.1305 19.6465  -1.590
259 O 21.9021 20.7487 18.9646  0.486
260 C 20.8869 20.3598 19.8450  -0.663
261 N 23.2845 22.9893 18.0231  1.190
262 H 26.0448 22.5613 18.4542  0.230
263 H 25.8314 21.5218 19.8390  0.417
264 H 25.2645 23.1105 19.9346  0.349
265 H 24.2379 21.2095 17.7639  -0.227
266 H 22.8813 21.7679 20.5186  0.414
267 H 23.6667 20.1974 19.9139  0.381
268 H 21.0949 19.3369 20.2046  0.207
269 H 19.9742 20.2797 19.2569  -0.040
270 H 20.8065 21.0783 20.6388  0.181
271 H 23.9577 23.3954 17.3717  0.080
272 H 22.5495 22.6805 17.3848  -1.077

Atoms 1-3, force components in eV/Å:
C -0.199 0.022 -1.041
C -0.565 -1.106 1.053
C 0.661 -0.127 -0.806